This record from OMol25 describes a 2-piece molecular cluster, C4H12NO3 overall. The level of theory is the ωB97M-V functional and the def2-TZVPD basis.

Structure (XYZ):
```
20
Properties=species:S:1:pos:R:3
O 0.284 -2.356 2.038
O 2.818 0.882 0.174
O 1.168 -1.021 0.634
N 0.241 1.235 0.100
C -1.063 -0.895 0.350
C -1.910 0.646 -1.228
C 0.106 -1.437 1.145
C -0.596 0.189 -0.708
H 0.019 1.219 1.017
H 1.270 -2.645 2.144
H -1.457 -1.868 -0.212
H 0.084 -0.253 -1.529
H 1.255 1.070 -0.022
H 3.335 0.035 0.280
H -1.859 -0.698 1.001
H -2.779 1.459 -0.913
H -2.616 -0.299 -1.264
H 0.161 2.155 -0.322
H -1.657 0.989 -2.257
H 3.198 1.591 -0.428
```

Output
Charge: +2
E_HOMO (spin up / spin down) in eV: -20.001 / -19.995
Multiplicity: 2
LUMO (spin up / spin down) in eV: -9.0872 / -13.6822
Energy above the lowest of the compared OMol25 structures with the same formula, charge and spin in kcal/mol: 55.23

Mulliken population analysis, charges in e, atoms 1 to 2: atom 1 (O): -0.347, atom 2 (O): -0.685



This record from OMol25 describes one molecule with the formula C6H15N. The level of theory is the ωB97M-V functional and the def2-TZVPD basis.

Structure (XYZ):
```
22
Properties=species:S:1:pos:R:3
N -0.202 -0.990 0.384
C -2.233 0.020 -0.609
C -0.820 -0.559 -0.886
C 2.087 1.858 1.469
C 0.884 1.221 0.806
C -0.895 -1.735 -1.844
C 0.925 -0.300 0.944
H 0.975 -0.519 2.010
H 0.086 -2.182 -1.976
H -1.211 -1.394 -2.834
H -2.536 0.743 -1.369
H -2.223 0.500 0.360
H 2.419 1.282 2.339
H 1.980 2.887 1.799
H -0.106 -1.993 0.366
H 0.885 1.435 -0.260
H -2.955 -0.806 -0.560
H -0.240 0.272 -1.276
H -1.592 -2.485 -1.453
H -0.083 1.576 1.186
H 1.921 -0.676 0.629
H 2.935 1.846 0.776
```

Output
SMILES: CCCNC(C)C
E_HOMO in eV: -8.249
LUMO in eV: 1.1570
Energy above the lowest of the compared OMol25 structures with the same formula, charge and spin in kcal/mol: 18.01

Mulliken population analysis, charges in e, atoms 1 to 2: atom 1 (N): -0.322, atom 2 (C): -1.313



This record from OMol25 describes one molecule with the formula C10H9ClO. The level of theory is the ωB97M-V functional and the def2-TZVPD basis.

Structure (XYZ):
```
21
Properties=species:S:1:pos:R:3
Cl 2.513 -0.321 1.686
O 0.409 3.082 0.951
C -0.950 1.043 0.413
C 0.692 -0.813 -0.166
C -1.755 -1.241 0.428
C -3.388 0.536 0.331
C -0.736 -0.346 0.307
C -0.094 2.071 0.737
C -2.373 1.446 0.454
C 2.700 0.576 -0.880
C 1.818 0.099 0.161
C -3.057 -0.817 0.268
H -4.434 0.918 0.327
H 0.826 -1.733 0.278
H 2.101 0.725 -1.875
H -3.857 -1.502 0.129
H 3.440 -0.129 -1.144
H -1.471 -2.342 0.220
H 3.234 1.516 -0.668
H 0.614 -1.036 -1.295
H -2.549 2.421 0.773
```

Output
E_HOMO (spin up / spin down) in eV: -5.913 / -5.900
LUMO (spin up / spin down) in eV: -1.0119 / -1.0100
Energy above the lowest of the compared OMol25 structures with the same formula, charge and spin in kcal/mol: 70.39

Mulliken population analysis, charges in e, atoms 1 to 2: atom 1 (Cl): -0.276, atom 2 (O): -0.344



This record from OMol25 describes one molecule with the formula C9H19NO7. The level of theory is the ωB97M-V functional and the def2-TZVPD basis.

Structure (XYZ):
```
36
Properties=species:S:1:pos:R:3
O 1.067 -1.116 -2.610
O 1.283 -2.979 -0.552
O -2.407 2.110 -0.009
O -1.321 -0.216 1.178
O -0.613 0.846 -3.518
O 1.606 0.306 3.379
O -0.007 -2.471 1.748
N -0.875 0.967 -1.275
C 1.168 -0.670 -1.228
C 0.536 0.748 -0.926
C 0.774 0.943 0.571
C 0.611 -1.737 -0.394
C 0.214 0.314 2.984
C -1.465 2.285 -0.999
C 0.743 -1.383 1.090
C -1.332 0.250 -2.498
C 0.085 -0.063 1.454
H 0.429 1.875 0.933
H 1.833 1.153 0.711
H -1.996 2.492 -1.916
H 1.742 -1.515 1.635
H -0.089 -2.377 2.728
H -1.572 0.131 0.307
H -0.405 -0.372 3.509
H -2.375 0.544 -2.402
H 0.773 -3.659 -0.143
H 1.061 1.483 -1.258
H 1.785 0.592 4.349
H -0.379 -1.921 -0.583
H -1.833 2.083 0.833
H -0.605 2.977 -0.886
H -0.262 1.315 3.294
H 0.786 -2.092 -2.571
H 0.297 0.540 -3.435
H 2.228 -0.552 -1.001
H -1.485 -0.834 -2.498
```

Output
SMILES: OCN(CO)[C@H]1C[C@](O)(CO)[C@@H](O)[C@H](O)[C@H]1O
E_HOMO in eV: -8.745
LUMO in eV: 0.3829

Mulliken population analysis, charges in e, atoms 1 to 2: atom 1 (O): -0.642, atom 2 (O): -0.627



This record from OMol25 describes C4H8N2 as an isolated structure. The level of theory is the ωB97M-V functional and the def2-TZVPD basis.

Structure (XYZ):
```
14
Properties=species:S:1:pos:R:3
N 0.121 1.618 -0.972
N 0.268 0.296 0.647
C -0.155 0.249 -0.606
C 0.609 -0.538 1.739
C -0.662 -0.772 -1.445
C 0.549 1.988 0.183
H -0.270 -0.627 2.420
H -1.721 -0.606 -1.680
H -0.202 -0.610 -2.346
H 0.680 -1.612 1.210
H 0.607 2.948 0.703
H 0.259 2.080 -1.964
H -0.734 -1.881 -1.011
H 1.523 -0.198 2.247
```

Output
Charge: +2
E_HOMO in eV: -21.104
LUMO in eV: -12.3099
Energy above the lowest of the compared OMol25 structures with the same formula, charge and spin in kcal/mol: 81.68

Mulliken population analysis, charges in e, atoms 1 to 2: atom 1 (N): -0.028, atom 2 (N): 0.006



This record from OMol25 describes one molecule with the formula C20H23N5O. The level of theory is the ωB97M-V functional and the def2-TZVPD basis.

Structure (XYZ):
```
49
Properties=species:S:1:pos:R:3
O -0.951 -1.363 4.765
N 0.296 1.248 3.724
N 0.051 -0.982 0.886
N -0.999 -2.231 2.679
N 0.959 1.312 1.564
N -0.825 -2.966 0.390
C 1.602 3.251 3.187
C 0.933 1.931 2.822
C 1.437 3.429 -1.560
C 0.312 0.115 1.766
C 0.480 -3.247 -1.697
C -0.380 -2.341 -0.881
C 0.413 -1.054 -0.533
C -0.050 0.074 3.091
C -0.704 -1.160 3.546
C -0.718 3.955 -2.578
C -1.374 3.190 -1.593
C 0.804 2.621 -0.592
C -0.915 -1.932 -3.210
C -1.548 -2.026 -1.820
C -0.606 2.549 -0.590
C -1.608 -3.477 3.173
C 0.673 4.082 -2.551
C 0.294 -2.856 -3.190
C -0.629 -2.111 1.352
C 1.639 1.797 0.374
H 2.049 0.939 -0.193
H 0.972 4.136 3.042
H 0.134 -4.289 -1.533
H 0.164 -3.728 -3.848
H -2.666 -3.329 3.510
H 1.464 -1.180 -0.646
H 1.256 4.621 -3.295
H 1.559 -3.192 -1.450
H -2.441 3.009 -1.711
H 2.538 3.565 -1.580
H -1.048 -3.919 3.994
H -2.051 -1.098 -1.516
H -1.692 -4.242 2.398
H -1.140 1.895 0.098
H -1.634 -2.273 -3.978
H 1.919 3.220 4.229
H -1.277 4.427 -3.400
H 2.545 3.496 2.636
H 2.524 2.370 0.674
H -0.653 -0.918 -3.452
H 1.138 -2.279 -3.591
H -2.259 -2.862 -1.803
H 0.012 -0.177 -1.109
```

Output
SMILES: Cc1nc2c(n1Cc1ccccc1)N1CC3(CCCC3)N=C1N(C)C2=O
E_HOMO in eV: -7.787
LUMO in eV: 0.3917
Energy above the lowest of the compared OMol25 structures with the same formula, charge and spin in kcal/mol: 40.83

Mulliken population analysis, charges in e, atoms 1 to 2: atom 1 (O): -0.686, atom 2 (N): -0.779



This record from OMol25 describes a 4-piece molecular cluster, C3H15NO3 overall. The level of theory is the ωB97M-V functional and the def2-TZVPD basis.

Structure (XYZ):
```
22
Properties=species:S:1:pos:R:3
O -1.287 -1.934 -0.979
O -1.866 -1.389 2.144
O 0.709 0.648 -3.245
N 0.554 1.706 -0.355
C 0.258 1.108 2.033
C 1.562 -0.460 0.238
C 0.382 0.533 0.548
H -2.626 -0.907 1.781
H -0.317 2.023 2.309
H 2.428 0.151 0.367
H 0.535 1.311 -3.888
H 1.674 -1.205 1.059
H -0.048 0.306 2.717
H 1.359 1.390 2.341
H -0.590 0.122 0.272
H -0.230 2.319 -0.281
H -1.676 -1.881 -1.909
H 1.336 -0.768 -0.743
H -0.508 -2.477 -0.908
H -1.089 -1.545 1.631
H 1.398 2.225 -0.147
H 0.807 1.313 -2.386
```

Output
SMILES: CC(C)N.O.O.O
E_HOMO in eV: -9.464
LUMO in eV: 0.7070
Energy above the lowest of the compared OMol25 structures with the same formula, charge and spin in kcal/mol: 40.42

Mulliken population analysis, charges in e, atoms 1 to 2: atom 1 (O): -0.601, atom 2 (O): -0.630



This record from OMol25 describes a 2-piece molecular cluster, C2H4ClNO overall. The level of theory is the ωB97M-V functional and the def2-TZVPD basis.

Structure (XYZ):
```
9
Properties=species:S:1:pos:R:3
Cl 1.499 -1.031 -2.303
O -0.821 1.251 -0.087
N 1.007 -1.985 0.209
C 1.418 -2.166 -0.952
C -0.702 0.247 0.788
H 0.486 -1.242 0.635
H 1.825 -3.048 -1.374
H -1.032 0.652 1.741
H -0.604 0.947 -1.026
```

Output
E_HOMO (spin up / spin down) in eV: -7.746 / -10.355
Multiplicity: 3
LUMO (spin up / spin down) in eV: 0.7171 / -1.3545
Energy above the lowest of the compared OMol25 structures with the same formula, charge and spin in kcal/mol: 23.99

Mulliken population analysis, charges in e, atoms 1 to 2: atom 1 (Cl): -0.202, atom 2 (O): -0.397



| no. | largest force on an atom (eV Å⁻¹) |
| --- | --- |
| 1 | 5.45 |
| 2 | 1.16 |
| 3 | 4.84 |
| 4 | 6.61 |
| 5 | 5.82 |
| 6 | 5.08 |
| 7 | 4.32 |
| 8 | 3.13 |